Molecular formula: C17H24InN7O6Te4
Method: DFT, ωB97M-V with the def2-TZVPD basis set

Geometry as ORCA input:
```
! wB97M-V def2-TZVPD RIJCOSX def2/J DEFGRID3
* xyz 0 1
In 0.94194 1.66480 0.70069
Te 2.96551 1.19979 2.61090
Te 2.65911 3.39879 4.14476
Te -0.02340 3.24911 4.38506
Te -0.50392 3.80754 1.78072
O 1.56902 3.65237 -5.02939
C 2.73583 3.31584 -4.52125
O 3.74233 3.23226 -5.18306
C 2.75103 2.89406 -3.09053
C 3.90039 2.47152 -2.44858
N 3.56182 2.16400 -1.19029
N 2.26126 2.37523 -0.97599
C 1.74249 2.81198 -2.11264
C 0.26014 3.12759 -2.13397
O -0.22341 3.53979 -3.19928
O -0.33797 2.91524 -1.04395
H 0.83672 3.61100 -4.34126
H 4.90756 2.38576 -2.82156
H 4.13163 1.85446 -0.41879
O -0.05816 0.34564 -0.91316
N 0.35436 -0.82794 -1.18641
N 1.30127 -1.22747 -0.44206
O 1.78380 -0.49210 0.52147
C 1.83533 -2.54786 -0.63531
C 1.39017 -3.34341 -1.68498
C 1.91622 -4.61656 -1.82172
C 2.87015 -5.08778 -0.92753
C 3.30514 -4.27646 0.10740
C 2.79103 -2.99587 0.26247
H 0.65730 -2.96447 -2.38203
H 1.58000 -5.24334 -2.63754
H 3.27647 -6.08412 -1.04422
H 4.05207 -4.63530 0.80358
H 3.11587 -2.34653 1.06083
N -2.17200 -1.66347 0.01839
C -3.28415 -1.68153 0.97100
C -2.74574 -1.62920 2.40223
C -2.18450 -0.28259 2.87513
N -0.83691 0.02443 2.34928
C -3.15193 0.85175 2.53005
C -3.60953 0.86008 1.07265
N -2.46263 1.23688 0.17939
C -4.20862 -0.49074 0.67693
H -1.47193 -2.35956 0.24700
H -1.83966 0.42228 0.01195
H -2.48418 -1.86283 -0.92596
H -3.88058 -2.59746 0.88394
H -1.99483 -2.41472 2.53696
H -3.56985 -1.88605 3.07380
H -2.13973 -0.33763 3.96798
H -0.26648 -0.81219 2.26927
H -0.36620 0.60934 3.03896
H -2.70240 1.81393 2.78300
H -4.05096 0.74683 3.14313
H -4.35385 1.64535 0.94103
H -1.90271 1.97976 0.63171
H -2.74242 1.60231 -0.73094
H -4.49083 -0.49370 -0.38098
H -5.13648 -0.60887 1.24170
*
```

Relative energy (zero: lowest compared OMol25 entry of this formula, charge and spin) (kcal/mol): 0.0
Total energy (eV): -75082.586
Strongest force on any atom (eV/A): 0.78
HOMO energy (eV): -7.320
Frontier orbital gap (eV): 7.09
Lowest unoccupied orbital energy (eV): -0.2

So, what does the natural (NBO) scheme give us? The charges, in e, come out as: 1.128 -0.338 -0.008 -0.094 -0.238 -0.673 0.782 -0.599 -0.251 0.041 -0.299 -0.345 0.083 0.798 -0.675 -0.776 0.508 0.250 0.441 -0.571 0.159 0.149 -0.648 0.165 -0.246 -0.198 -0.208 -0.196 -0.242 0.242 0.220 0.220 0.221 0.252 -0.858 -0.050 -0.408 -0.049 -0.871 -0.435 -0.040 -0.805 -0.422 0.373 0.509 0.373 0.183 0.212 0.221 0.195 0.382 0.401 0.243 0.224 0.219 0.470 0.436 0.215 0.229